1.
C5H7N3 | ωB97M-V/def2-TZVPD

Last column: Löwdin charge in e.
CARTESIAN COORDINATES (ANGSTROEM)
C1 -0.65 1.45 0.01  -0.195
N1 0.56 1.61 -0.38  0.108
N2 1.43 0.28 -0.33  -0.074
C2 1.40 -0.61 0.91  -0.070
C3 0.90 -1.16 -0.57  -0.038
C4 -0.67 -0.72 -0.50  -0.385
N3 -1.81 -0.95 0.12  0.094
C5 -0.97 0.17 0.57  -0.341
H1 -1.25 2.38 0.33  0.141
H2 2.38 -0.85 1.19  0.060
H3 0.42 -0.59 1.65  0.118
H4 1.39 -1.76 -1.29  0.092
H5 -0.95 -0.21 -1.39  0.129
H6 -2.66 -0.62 -0.56  0.186
H7 -0.62 0.24 1.73  0.175

Properties
LUMO level in eV: 0.65
Spin multiplicity: 1
Maximum force in Eh/bohr: 0.15896
SMILES string: C1=NN2C[C@H]2[C@H]2N[C@H]12
Total energy in eV: -9759.427
Highest occupied orbital energy in eV: -9.2

---

2.
C5H7N3 | ωB97M-V/def2-TZVPD

Last column: Löwdin charge in e.
CARTESIAN COORDINATES (ANGSTROEM)
C1 -1.23 1.49 0.14  0.076
C2 0.39 2.00 0.45  -0.021
C3 -1.33 0.09 -0.15  -0.449
C4 -2.43 -0.50 -0.53  -0.011
C5 2.17 -0.99 -0.06  -0.043
N1 1.37 1.12 0.25  0.030
N2 -0.10 -0.64 -0.23  0.146
N3 1.06 -0.12 0.01  -0.277
H1 -1.98 2.15 0.55  0.069
H2 0.65 3.00 0.59  0.054
H3 -2.62 -1.52 -0.95  0.070
H4 -3.40 0.04 -0.29  0.075
H5 1.89 -1.99 0.05  0.064
H6 2.99 -0.59 0.66  0.127
H7 2.75 -0.97 -0.99  0.089

Properties
LUMO level (alpha / beta) in eV: -0.26 / -0.46
Spin multiplicity: 1
Maximum force in Eh/bohr: 0.13812
Total energy in eV: -9763.161
Highest occupied orbital energy (alpha / beta) in eV: -7.5 / -7.0

---

3.
C5H7N3 | ωB97M-V/def2-TZVPD

Last column: Löwdin charge in e.
CARTESIAN COORDINATES (ANGSTROEM)
C1 -1.05 1.15 1.77  -0.126
N1 -1.32 1.79 0.44  -0.047
N2 -1.03 1.29 -0.60  -0.016
C2 -0.24 0.21 -0.68  -0.295
C3 0.34 -0.77 0.39  -0.026
C4 1.14 -1.60 -0.32  -0.096
N3 1.10 -1.11 -1.67  -0.005
C5 0.28 -0.02 -1.87  -0.053
H1 -1.61 1.85 2.34  0.048
H2 0.00 1.45 2.09  0.113
H3 -1.34 0.16 1.92  0.036
H4 0.35 -0.83 1.50  0.090
H5 1.79 -2.41 -0.03  0.106
H6 1.37 -1.70 -2.42  0.116
H7 0.24 0.53 -2.87  0.157

Properties
LUMO level in eV: 0.87
Spin multiplicity: 1
Maximum force in Eh/bohr: 0.08253
SMILES string: C/N=N\c1cc[nH]c1
Total energy in eV: -9765.387
Highest occupied orbital energy in eV: -8.2

---

4.
C5H7N3 | ωB97M-V/def2-TZVPD

Last column: Löwdin charge in e.
CARTESIAN COORDINATES (ANGSTROEM)
C1 -1.46 1.81 1.92  0.084
C2 -0.70 0.92 1.40  -0.087
C3 0.12 0.18 0.40  -0.362
N1 -0.47 -0.35 -0.65  0.003
C4 -1.89 -0.65 -0.60  -0.152
N2 1.50 0.35 0.69  -0.028
N3 2.43 0.01 -0.20  -0.067
C5 2.43 -0.46 -1.40  -0.045
H1 -2.38 1.99 2.63  0.079
H2 -2.12 -0.23 -1.52  0.028
H3 -1.84 -1.87 -0.94  0.134
H4 -2.58 -0.50 0.41  0.128
H5 1.93 0.42 1.73  0.221
H6 3.30 -0.57 -2.01  0.047
H7 1.73 -1.06 -1.87  0.018

Properties
LUMO level in eV: 0.14
Spin multiplicity: 1
Maximum force in Eh/bohr: 0.10130
SMILES string: C#C/C(=N\C)NN=C
Total energy in eV: -9761.871
Highest occupied orbital energy in eV: -8.4

---

Question: Which formula does entry 4 have?
Answer: C5H7N3

---

Question: spin multiplicity of number 1 (C5H7N3)?
Answer: 1

---

What did the third record say?
C5H7N3 | ωB97M-V/def2-TZVPD

Last column: Löwdin charge in e.
CARTESIAN COORDINATES (ANGSTROEM)
C1 -1.05 1.15 1.77  -0.126
N1 -1.32 1.79 0.44  -0.047
N2 -1.03 1.29 -0.60  -0.016
C2 -0.24 0.21 -0.68  -0.295
C3 0.34 -0.77 0.39  -0.026
C4 1.14 -1.60 -0.32  -0.096
N3 1.10 -1.11 -1.67  -0.005
C5 0.28 -0.02 -1.87  -0.053
H1 -1.61 1.85 2.34  0.048
H2 0.00 1.45 2.09  0.113
H3 -1.34 0.16 1.92  0.036
H4 0.35 -0.83 1.50  0.090
H5 1.79 -2.41 -0.03  0.106
H6 1.37 -1.70 -2.42  0.116
H7 0.24 0.53 -2.87  0.157

Properties
LUMO level in eV: 0.87
Spin multiplicity: 1
Maximum force in Eh/bohr: 0.08253
SMILES string: C/N=N\c1cc[nH]c1
Total energy in eV: -9765.387
Highest occupied orbital energy in eV: -8.2

---

Question: maximum force of number 3 (C5H7N3)?
Answer: 0.08253 Eh/bohr